Arrangement A

This record from OMol25 describes 2 unconnected molecules or ions with the total composition C4H11N3O2. The level of theory is the ωB97M-V functional and the def2-TZVPD basis.

Last column: Mulliken spin population.
Element x y z (Å)
C 3.30 -1.46 -0.92  0.000
C 1.25 -0.09 -0.20  0.001
N 0.22 -0.65 -0.62  0.002
N 2.62 -0.49 -0.10  0.000
N 1.10 1.19 0.51  0.000
H 0.32 -1.38 -1.33  0.000
H -0.85 -0.26 -0.67  -0.001
H 3.22 0.42 0.05  0.000
H 1.47 1.15 1.48  0.000
H 0.13 1.62 0.42  0.000
H 2.94 -1.31 -1.98  0.000
H 3.02 -2.52 -0.70  0.000
H 4.43 -1.41 -0.69  0.000
C -2.98 0.90 1.39  0.347
C -3.69 0.56 -0.27  -0.045
O -2.78 0.06 -1.09  0.528
O -4.87 0.65 -0.44  0.150
H -3.99 1.15 1.88  0.015
H -2.47 1.79 1.68  -0.004
H -2.41 0.07 1.58  0.006

LUMO energy (spin up / spin down): -3.206 / -7.138 eV
2S+1: 2
Total charge: +1
⟨S²⟩: 0.76
HOMO energy (spin up / spin down): -14.53 / -14.13 eV
Orbital gap (spin up / spin down): 11.320 / 6.989 eV

---

Arrangement B

This record from OMol25 describes 2 unconnected molecules or ions with the total composition C4H11N3O2. The level of theory is the ωB97M-V functional and the def2-TZVPD basis.

Last column: Mulliken spin population.
Element x y z (Å)
C -0.22 3.19 -1.13  0.000
C 0.18 1.81 -1.57  0.001
O -0.78 0.90 -1.23  0.009
O 1.24 1.54 -2.02  0.001
H 0.34 3.96 -1.67  0.000
H -0.13 3.36 -0.05  0.000
H -1.24 3.35 -1.50  0.000
C -0.39 -1.72 -0.71  0.042
C 0.04 -1.36 1.68  -0.085
N -0.22 -2.26 0.63  0.545
N -0.07 -1.97 2.92  -0.026
N 0.49 -0.19 1.36  0.462
H 0.35 -3.11 0.62  -0.016
H -1.35 -1.30 -0.92  0.007
H -0.02 -2.46 -1.42  0.005
H -0.70 -2.75 2.77  0.004
H -0.24 -1.40 3.73  0.003
H -1.04 0.61 -0.36  -0.001
H 0.64 0.35 2.21  -0.007
H 0.46 -1.06 -1.03  0.055

LUMO energy (spin up / spin down): -3.682 / -8.869 eV
2S+1: 2
Total charge: +1
⟨S²⟩: 0.78
HOMO energy (spin up / spin down): -13.57 / -13.56 eV
Orbital gap (spin up / spin down): 9.887 / 4.690 eV

---

Best to worst by energy: arrangement B, arrangement A.

---

Arrangement A

This record from OMol25 describes a molecular structure, C5H5Cl2InLaNO4. The level of theory is the ωB97M-V functional and the def2-TZVPD basis.

Last column: Mulliken charge in e.
Element x y z (Å)
La 2.64 -1.67 0.47  1.863
In -2.10 -0.92 -0.94  1.364
Cl 3.27 0.77 0.02  -0.387
Cl -0.24 -2.82 0.14  -0.272
C -2.54 -1.39 1.60  0.279
C 1.78 -1.38 -1.77  0.123
C 2.94 -3.57 -1.02  0.177
O -2.04 -1.51 2.62  0.000
O 1.32 -1.43 -2.83  0.035
O 2.99 -4.41 -1.82  0.053
C -1.96 2.16 0.14  -1.515
C -0.62 1.51 0.30  1.207
N 0.36 2.23 0.86  -0.144
O -0.40 0.28 0.04  -0.275
H -1.85 3.20 0.46  0.371
H -2.76 1.70 0.75  0.411
H -2.30 2.18 -0.91  0.435
H 1.32 1.88 0.82  0.013
H 0.19 3.20 1.07  0.264

LUMO energy (spin up / spin down): -20.393 / -20.484 eV
Total charge: +4
HOMO energy (spin up / spin down): -24.72 / -24.72 eV
Orbital gap (spin up / spin down): 4.325 / 4.235 eV

---

Arrangement B

This record from OMol25 describes a molecular structure, C5H5Cl2InLaNO4. The level of theory is the ωB97M-V functional and the def2-TZVPD basis.

Last column: Mulliken charge in e.
Element x y z (Å)
La -0.53 3.01 -1.06  1.820
In -0.94 -1.74 0.52  1.371
Cl 0.39 3.35 1.31  -0.408
Cl -0.74 0.30 -1.77  -0.333
C 1.01 -2.27 -1.12  0.260
C -2.43 2.23 0.21  0.154
C -2.74 2.92 -2.25  0.143
O 1.78 -1.97 -1.91  0.034
O -3.40 1.80 0.67  0.038
O -3.76 2.70 -2.75  0.038
C 1.44 -1.51 2.70  -1.513
C 1.35 -0.25 1.92  1.230
N 2.25 0.72 2.16  -0.199
O 0.50 -0.05 0.98  -0.217
H 2.24 -1.42 3.45  0.376
H 1.69 -2.38 2.08  0.407
H 0.51 -1.72 3.25  0.440
H 2.08 1.65 1.77  0.080
H 2.88 0.63 2.95  0.278

LUMO energy (spin up / spin down): -20.713 / -20.736 eV
Total charge: +4
HOMO energy (spin up / spin down): -24.57 / -24.56 eV
Orbital gap (spin up / spin down): 3.855 / 3.828 eV

---

Best to worst by energy: arrangement B, arrangement A.

---

Arrangement A

This record from OMol25 describes a single C16H24N2O4S molecule. The level of theory is the ωB97M-V functional and the def2-TZVPD basis.

Last column: Mulliken charge in e.
Element x y z (Å)
C -4.09 -3.41 0.00  -1.193
C -3.39 -2.35 0.83  -0.415
H -2.42 -2.68 1.19  0.352
H -4.00 -1.99 1.65  0.369
S -3.07 -0.91 -0.23  1.044
O -2.12 -1.30 -1.25  -0.658
O -4.33 -0.38 -0.66  -0.660
N -2.32 0.12 0.86  0.240
C -0.97 0.48 0.50  -1.623
H -0.46 -0.43 0.19  0.530
C -0.97 1.54 -0.62  0.928
C 0.48 1.81 -1.01  -0.207
O 1.14 2.73 -0.55  -0.680
N 0.96 0.92 -1.90  -0.090
H 0.38 0.13 -2.14  0.290
C 2.36 0.86 -2.27  -1.423
C 3.09 -0.14 -1.41  0.448
C 3.33 0.17 -0.08  -0.148
C 3.95 -0.75 0.76  0.572
C 4.34 -1.99 0.24  -0.564
C 4.10 -2.29 -1.08  -0.467
C 3.47 -1.38 -1.91  -0.784
H 3.29 -1.63 -2.95  0.373
H 4.40 -3.25 -1.47  0.367
H 4.82 -2.69 0.91  0.447
O 4.22 -0.53 2.07  -0.452
C 3.88 0.71 2.63  -0.689
H 4.41 1.53 2.14  0.332
H 2.80 0.90 2.59  0.237
H 4.19 0.66 3.68  0.235
H 3.02 1.14 0.28  0.569
H 2.76 1.86 -2.10  0.370
H 2.44 0.60 -3.33  0.496
H -1.50 1.11 -1.47  0.479
C -1.70 2.78 -0.12  -0.934
C -3.13 2.39 0.28  -0.553
C -3.11 1.25 1.30  -0.958
H -4.13 0.89 1.47  0.405
H -2.70 1.60 2.26  0.492
H -3.67 2.05 -0.60  0.344
H -3.65 3.25 0.70  0.427
H -1.72 3.54 -0.90  0.436
H -1.16 3.19 0.74  0.280
H -0.47 0.88 1.39  0.404
H -5.02 -3.01 -0.39  0.329
H -4.30 -4.30 0.60  0.384
H -3.45 -3.69 -0.84  0.318

LUMO energy: 0.587 eV
SMILES: CCS(=O)(=O)N1CCC[C@@H](C(=O)NCc2cccc(OC)c2)C1
Total charge: 0
HOMO energy: -8.55 eV
Orbital gap: 9.137 eV

---

Arrangement B

This record from OMol25 describes a single C16H24N2O4S molecule. The level of theory is the ωB97M-V functional and the def2-TZVPD basis.

Last column: Mulliken charge in e.
Element x y z (Å)
C 1.73 3.81 3.67  -1.220
C 2.31 2.42 3.53  -0.419
H 3.37 2.42 3.32  0.366
H 2.09 1.80 4.40  0.351
S 1.53 1.63 2.09  1.066
O 1.87 2.38 0.92  -0.675
O 0.13 1.45 2.37  -0.658
N 2.36 0.17 2.04  0.231
C 2.69 -0.28 0.70  -1.690
C 1.45 -0.81 -0.02  -0.103
H 1.73 -1.17 -1.01  0.459
H 0.75 0.01 -0.12  0.291
C 0.83 -1.96 0.79  0.229
C -0.43 -2.46 0.09  0.100
O -0.49 -3.56 -0.42  -0.693
N -1.46 -1.59 0.08  -0.072
H -1.34 -0.66 0.46  0.234
C -2.68 -1.83 -0.66  -1.232
C -2.83 -0.88 -1.82  0.235
C -1.73 -0.62 -2.63  0.159
C -1.84 0.25 -3.70  0.614
C -3.06 0.87 -3.97  -0.593
C -4.15 0.60 -3.16  -0.470
C -4.04 -0.26 -2.09  -0.834
H -4.90 -0.46 -1.46  0.373
H -5.10 1.08 -3.37  0.365
H -3.13 1.54 -4.81  0.452
O -0.82 0.57 -4.55  -0.470
C 0.45 0.02 -4.31  -0.693
H 1.10 0.41 -5.09  0.279
H 0.43 -1.07 -4.37  0.336
H 0.85 0.32 -3.33  0.232
H -0.80 -1.12 -2.41  0.350
H -2.61 -2.86 -1.02  0.431
H -3.54 -1.75 0.01  0.370
C 0.54 -1.51 2.23  -0.502
C 1.79 -0.89 2.86  -1.150
H 2.57 -1.64 3.00  0.479
H 1.55 -0.45 3.83  0.388
H -0.24 -0.75 2.25  0.256
H 0.22 -2.36 2.83  0.422
H 1.53 -2.80 0.81  0.377
H 3.46 -1.06 0.78  0.470
H 3.10 0.58 0.17  0.511
H 0.66 3.75 3.81  0.322
H 2.17 4.34 4.51  0.395
H 1.93 4.38 2.76  0.331

LUMO energy: 0.538 eV
SMILES: CCS(=O)(=O)N1CCC(C(=O)NCc2cccc(OC)c2)CC1
Total charge: 0
HOMO energy: -8.46 eV
Orbital gap: 8.999 eV

---

Best to worst by energy: arrangement A, arrangement B.

---

Arrangement A

This record from OMol25 describes a gas-phase ion, C3H3ClNO (charge +1). The level of theory is the ωB97M-V functional and the def2-TZVPD basis.

Last column: Mulliken charge in e.
Element x y z (Å)
C 0.47 -0.02 0.83  -0.130
C 0.68 1.24 0.65  0.325
C -0.19 -0.86 -0.18  -0.338
N -0.56 0.24 -1.16  0.106
O -1.54 0.19 -1.78  -0.215
Cl 0.83 2.81 0.51  0.057
H 0.83 -0.74 1.51  0.417
H 0.45 -1.52 -0.63  0.375
H -0.97 -1.35 0.24  0.404

LUMO energy (spin up / spin down): -6.943 / -6.942 eV
Total charge: +1
HOMO energy (spin up / spin down): -14.43 / -14.43 eV
Orbital gap (spin up / spin down): 7.487 / 7.490 eV

---

Arrangement B

This record from OMol25 describes a gas-phase ion, C3H3ClNO (charge +1). The level of theory is the ωB97M-V functional and the def2-TZVPD basis.

Last column: Mulliken charge in e.
Element x y z (Å)
C -0.36 -0.87 -0.59  -0.186
C 0.37 0.20 -1.07  0.097
C -0.55 -0.24 0.76  -0.255
N 0.33 0.83 0.38  0.555
O 1.03 1.49 1.00  -0.268
Cl 1.39 0.81 -2.22  -0.039
H -0.68 -1.73 -0.94  0.510
H -1.39 0.33 1.17  0.287
H -0.13 -0.83 1.50  0.298

LUMO energy: -7.272 eV
SMILES: O=[N+]1CC=C1Cl
Total charge: +1
HOMO energy: -15.64 eV
Orbital gap: 8.371 eV

---

Arrangement C

This record from OMol25 describes a gas-phase ion, C3H3ClNO (charge +1). The level of theory is the ωB97M-V functional and the def2-TZVPD basis.

Last column: Mulliken charge in e.
Element x y z (Å)
C -0.87 -0.49 -1.43  -0.192
C 0.29 -0.71 -2.05  0.462
C -0.49 -1.43 -0.22  -0.091
N -1.27 -2.01 0.60  -0.253
O 1.29 -1.05 -2.44  -0.019
Cl -2.91 -2.07 0.71  0.052
H -0.91 0.58 -1.19  0.281
H -1.80 -0.79 -1.84  0.367
H 0.56 -1.57 0.16  0.392

LUMO energy: -5.847 eV
Total charge: +1
HOMO energy: -14.60 eV
Orbital gap: 8.752 eV

---

Best to worst by energy: arrangement C, arrangement B, arrangement A.